1.
111
Properties=species:S:1:pos:R:3:lowdin_charge:R:1 method="wB97M-V/def2-TZVPD" lumo_energy_ha=0.044 homo_lumo_gap_ha=0.2494 homo_ev=-5.586 total_charge=-1
Sn -0.281 -0.159 -2.586 1.20
C -3.143 1.916 -3.354 -0.19
Si -3.556 0.755 -1.926 0.30
C -4.881 1.685 -0.872 -0.18
C -4.580 -0.713 -2.581 -0.18
N -2.142 0.323 -1.095 -0.38
P -2.196 0.046 0.472 0.90
C -0.586 -0.913 1.235 -0.45
P -0.224 -0.627 2.993 1.09
N 0.299 -1.499 0.575 -0.05
Si 1.754 -2.163 0.156 0.40
C 2.269 -3.674 1.341 -0.17
C 1.418 -3.109 -1.507 -0.19
C 3.114 -0.899 -0.086 -0.16
C -0.739 -2.145 3.811 -0.41
C -0.772 -3.316 3.070 -0.09
C -1.213 -4.462 3.686 -0.08
C -1.536 -4.456 5.014 -0.09
C -1.405 -3.302 5.782 -0.08
C -1.075 -2.100 5.153 -0.11
C 1.560 -0.683 3.343 -0.36
C 2.146 -1.596 4.242 -0.10
C 3.530 -1.626 4.412 -0.10
C 4.375 -0.739 3.781 -0.08
C 3.759 0.340 3.140 -0.08
C 2.386 0.350 2.886 -0.10
C -2.214 1.523 1.512 -0.34
C -2.453 1.363 2.907 -0.15
C -2.184 2.420 3.814 -0.11
C -1.756 3.608 3.317 -0.09
C -1.535 3.775 1.945 -0.05
C -1.771 2.740 1.020 -0.06
C -3.603 -1.039 0.873 -0.30
C -3.490 -2.417 0.539 -0.07
C -4.567 -3.260 0.808 -0.06
C -5.767 -2.752 1.379 -0.07
C -5.808 -1.425 1.768 -0.08
C -4.716 -0.587 1.560 -0.11
H -4.097 2.279 -3.741 0.03
H -2.608 1.344 -4.169 0.03
H -2.582 2.803 -3.050 0.01
H -5.495 2.301 -1.549 0.02
H -4.482 2.323 -0.029 0.03
H -5.611 0.953 -0.409 0.03
H -5.545 -0.250 -2.865 0.03
H -4.864 -1.461 -1.811 0.02
H -4.075 -1.304 -3.402 0.03
H 1.567 -4.514 1.126 0.02
H 2.206 -3.410 2.414 -0.01
H 3.307 -3.967 1.039 0.03
H 0.499 -3.707 -1.441 0.02
H 2.272 -3.738 -1.735 0.02
H 1.230 -2.429 -2.355 -0.04
H 3.933 -0.887 0.650 0.02
H 2.656 0.132 -0.182 0.02
H 3.555 -0.977 -1.111 0.05
H -0.439 -3.279 2.046 0.08
H -1.181 -5.374 3.119 0.11
H -1.791 -5.399 5.492 0.10
H -1.663 -3.329 6.835 0.10
H -1.087 -1.133 5.674 0.11
H 1.510 -2.317 4.754 0.10
H 3.954 -2.421 4.983 0.09
H 5.447 -0.853 3.771 0.10
H 4.361 1.121 2.703 0.09
H 1.968 1.146 2.243 0.11
H -2.812 0.410 3.339 0.09
H -2.374 2.260 4.865 0.10
H -1.733 4.429 4.094 0.12
H -1.201 4.699 1.522 0.10
H -1.594 2.912 -0.020 0.08
H -2.583 -2.777 0.061 0.11
H -4.498 -4.285 0.468 0.10
H -6.603 -3.426 1.480 0.10
H -6.753 -0.982 2.124 0.11
H -4.701 0.438 1.899 0.09
F 5.234 -0.613 -6.149 0.13
C 4.035 -0.257 -6.644 -0.66
F 4.260 0.688 -7.537 0.12
F 3.530 -1.328 -7.295 0.10
S 2.754 0.482 -5.485 0.63
O 2.727 -0.400 -4.310 -0.35
O 3.226 1.855 -5.349 -0.29
N 1.555 0.198 -6.458 -0.31
S 0.022 0.119 -6.328 0.63
O -0.415 0.403 -4.934 -0.50
O -0.518 -1.027 -6.957 -0.26
C -0.604 1.746 -7.304 -0.60
F -0.485 2.788 -6.472 0.12
F -1.832 1.789 -7.796 0.14
F 0.223 1.989 -8.340 0.11
O -2.134 -4.238 -2.805 0.04
C -1.847 -3.094 -2.874 -0.54
N -1.576 -1.913 -2.980 -0.07
O 1.850 4.370 -0.376 -0.03
C 2.521 3.243 -0.182 -0.50
O 2.087 2.142 -0.595 -0.02
C 3.811 3.485 0.549 -0.12
C 4.045 4.778 1.127 -0.01
C 5.315 5.139 1.504 -0.10
C 6.313 4.196 1.427 -0.10
C 6.139 2.938 0.831 -0.06
C 4.841 2.571 0.412 -0.03
H 3.219 5.440 1.302 0.11
H 5.456 6.168 1.824 0.10
H 7.311 4.411 1.772 0.09
H 6.978 2.271 0.792 0.09
H 4.644 1.618 -0.084 0.11
N 0.130 3.310 -2.120 0.03
C -0.262 2.230 -2.406 -0.30
H 0.936 3.991 -1.117 0.12

2.
95
Properties=species:S:1:pos:R:3:mulliken_spin:R:1 method="wB97M-V/def2-TZVPD" s_squared=4.14 e_above_lowest_ev=0.399 lumo_energy_ha="-0.138 / -0.086" homo_lumo_gap_ha="0.2373 / 0.2970" spin_multiplicity=4 homo_ev="-10.215 / -10.411" total_charge=+1
Mn 0.345 -0.559 0.967 3.52
S -3.008 1.523 0.410 0.00
P -1.235 2.131 -0.215 0.00
C 0.201 1.122 0.054 -0.13
P 1.832 1.620 0.293 -0.05
S 2.507 0.000 1.379 -0.05
C 2.256 3.079 1.269 0.01
C 3.172 4.014 0.795 0.00
C 3.582 5.059 1.615 0.00
C 3.074 5.176 2.898 0.00
C 2.148 4.251 3.369 0.00
C 1.745 3.204 2.561 0.01
C 2.827 1.752 -1.208 0.01
C 4.097 1.185 -1.263 0.00
C 4.879 1.336 -2.399 0.00
C 4.399 2.056 -3.483 0.00
C 3.135 2.627 -3.434 0.00
C 2.352 2.477 -2.299 -0.01
C -1.300 2.339 -2.021 0.00
C -2.001 3.406 -2.585 0.00
C -2.143 3.498 -3.960 0.00
C -1.606 2.517 -4.786 0.00
C -0.928 1.442 -4.233 0.00
C -0.775 1.356 -2.855 0.01
C -0.868 3.763 0.492 0.00
C -1.385 4.085 1.746 0.00
C -1.114 5.316 2.321 0.00
C -0.331 6.244 1.646 0.00
C 0.177 5.938 0.392 0.00
C -0.092 4.703 -0.181 0.00
H 3.575 3.933 -0.205 0.00
H 4.300 5.779 1.245 0.00
H 3.396 5.989 3.535 0.00
H 1.746 4.345 4.369 0.00
H 1.030 2.478 2.931 0.01
H 4.477 0.620 -0.421 0.00
H 5.863 0.889 -2.438 0.00
H 5.009 2.171 -4.369 0.00
H 2.752 3.185 -4.278 0.00
H 1.367 2.914 -2.281 0.00
H -2.444 4.162 -1.947 0.00
H -2.683 4.331 -4.391 0.00
H -1.721 2.590 -5.860 0.00
H -0.511 0.674 -4.872 0.00
H -0.227 0.530 -2.420 0.01
H -2.023 3.371 2.253 0.00
H -1.524 5.560 3.293 0.00
H -0.128 7.209 2.091 0.00
H 0.779 6.662 -0.141 0.00
H 0.300 4.487 -1.166 0.00
C 2.673 -3.903 3.686 -0.01
C 1.464 -3.227 3.665 0.03
C 0.931 -2.834 2.443 0.03
C 1.587 -3.086 1.228 -0.04
C 2.820 -3.742 1.282 -0.01
C 3.345 -4.161 2.495 0.00
Si 0.879 -2.469 -0.389 -0.21
C -0.469 -3.595 -0.952 -0.06
C -1.272 -4.295 -0.044 0.01
C -2.225 -5.196 -0.489 0.01
C -2.403 -5.402 -1.854 -0.02
C -1.616 -4.718 -2.769 0.01
C -0.650 -3.826 -2.318 -0.02
H 3.098 -4.228 4.626 0.00
H 0.944 -3.002 4.588 0.00
H -0.062 -2.388 2.460 0.00
H 3.375 -3.932 0.371 0.00
H 4.289 -4.689 2.514 0.00
H 1.885 -2.385 -1.459 -0.03
H -1.139 -4.155 1.023 0.00
H -2.830 -5.742 0.223 0.00
H -3.148 -6.105 -2.202 0.00
H -1.745 -4.884 -3.830 0.00
H -0.035 -3.306 -3.044 0.00
C -2.968 -2.126 3.866 0.00
N -2.349 -1.202 2.922 0.01
C -1.578 -0.095 3.471 0.06
C -2.512 -1.320 1.574 -0.01
N -1.528 -0.987 0.771 -0.13
N -3.697 -1.737 1.089 0.01
C -3.832 -2.068 -0.328 0.00
C -4.956 -1.353 1.729 0.00
H -2.204 -2.542 4.524 0.00
H -3.429 -2.946 3.324 0.00
H -3.728 -1.639 4.480 0.00
H -1.690 -0.118 4.552 0.00
H -1.938 0.862 3.087 -0.01
H -0.500 -0.156 3.280 0.00
H -1.852 -0.787 -0.172 0.02
H -3.963 -1.162 -0.926 0.00
H -4.709 -2.701 -0.444 0.00
H -2.967 -2.627 -0.677 0.00
H -4.772 -0.747 2.608 0.00
H -5.539 -2.233 2.003 0.00
H -5.533 -0.751 1.026 0.00